Computed, not measured: a 3-piece molecular cluster, C11H20N4O8 overall, with ωB97M-V with the def2-TZVPD basis set.

* energy above the lowest of the compared OMol25 structures with the same formula, charge and spin: 70.7 kcal per mole
* E: -34067.6924 eV
* HOMO-LUMO gap: 6.88 eV

Geometry as ORCA input:
```
! RIJCOSX wB97M-V def2-TZVPD def2/J DEFGRID3
* xyz 0 1
O 6.030 3.736 -5.678
C 5.791 2.569 -5.246
O 6.344 2.130 -4.036
N 4.881 1.573 -5.917
C 3.571 1.663 -5.608
N 3.019 2.682 -4.715
C 1.597 2.279 -4.767
N 1.437 1.105 -5.622
N 2.626 0.721 -6.171
H 5.178 0.833 -6.563
H 0.722 2.774 -4.231
H 0.518 0.654 -5.765
H 2.758 -0.087 -6.792
C -0.299 -0.196 1.584
C -0.803 1.201 1.275
O 0.256 2.164 1.334
C 1.112 2.151 0.298
O 1.061 1.416 -0.661
O 2.052 3.081 0.522
C 3.081 3.094 -0.461
H 0.218 -0.213 2.547
H -1.127 -0.908 1.611
H 0.418 -0.537 0.834
H -1.534 1.494 2.033
H -1.309 1.246 0.306
H 2.668 3.202 -1.466
H 3.678 2.182 -0.388
H 3.729 3.948 -0.261
C -4.378 -3.366 6.380
C -3.927 -2.086 5.700
O -3.074 -2.361 4.581
C -3.690 -2.830 3.483
O -4.874 -3.031 3.360
O -2.751 -3.066 2.547
C -3.265 -3.671 1.362
H -3.514 -3.975 6.661
H -4.963 -3.142 7.274
H -4.992 -3.977 5.715
H -3.337 -1.494 6.404
H -4.777 -1.469 5.393
H -4.083 -3.084 0.938
H -3.593 -4.690 1.577
H -2.456 -3.715 0.630
*
```